Record 1
19
Properties=species:S:1:pos:R:3:mulliken_charge:R:1 method="wB97M-V/def2-TZVPD" orbital_gap_ev=10.000 energy_ev=-8462.15657 smiles="C=CC/C=C/C.O" homo_ha=-0.33754 charge=0
C 1.63 -1.38 0.99 -0.148
C 2.22 -2.21 1.84 -0.718
C 1.60 0.11 1.03 -0.464
C 1.36 0.79 -0.30 -0.238
C 0.15 1.17 -0.67 -0.059
C -0.14 1.85 -1.98 -1.205
H 1.04 -1.89 0.23 0.304
H 2.44 -3.23 1.57 0.250
H 2.42 -1.92 2.87 0.246
H 0.78 0.46 1.66 0.254
H 2.54 0.53 1.39 0.302
H 2.11 0.75 -1.09 0.263
H -0.74 1.13 -0.04 0.306
H -0.83 1.23 -2.57 0.295
H -0.63 2.82 -1.91 0.310
H 0.74 1.92 -2.62 0.304
H -6.09 -1.15 -0.48 0.319
H -5.32 -0.01 0.07 0.317
O -5.28 -0.98 0.02 -0.636


Record 2
85
Properties=species:S:1:pos:R:3:mulliken_charge:R:1 method="wB97M-V/def2-TZVPD" orbital_gap_ev=6.182 energy_ev=-68175.98012 homo_ha=-0.39352 charge=+1
C 2.74 -3.28 -2.38 -1.120
C 2.38 -3.74 -0.89 0.808
C 1.19 -4.82 -0.98 -0.806
O 0.22 -4.73 0.10 -0.328
C -0.69 -3.67 -0.10 0.595
O -0.41 -2.49 -0.37 -0.561
C -2.26 -4.01 0.10 -0.538
S -3.34 -2.53 -0.28 0.055
N -4.58 -3.12 -1.35 -0.355
C -5.92 -2.73 -0.92 0.308
N -6.48 -1.40 -1.12 -0.393
N -6.74 -3.63 -0.34 -0.250
O 3.56 -4.35 -0.27 -0.394
C 4.21 -3.41 0.58 0.325
O 4.01 -3.47 1.82 -0.504
C 5.16 -2.22 0.05 -0.212
S 4.30 -0.55 0.21 -0.176
H 2.00 -2.51 -2.80 0.255
H 3.81 -2.84 -2.35 0.210
H 2.78 -4.20 -3.07 0.353
H 2.12 -2.83 -0.24 0.257
H 0.72 -4.82 -2.03 0.351
H 1.70 -5.85 -0.87 0.342
H -2.48 -4.91 -0.57 0.354
H -2.39 -4.22 1.22 0.315
H -4.35 -2.79 -2.30 0.367
H -5.72 -0.79 -1.47 0.318
H -6.89 -1.02 -0.25 0.260
H -7.53 -3.29 0.24 0.262
H -6.66 -4.63 -0.52 0.297
H 5.49 -2.34 -1.03 0.254
H 6.10 -2.25 0.71 0.190
H 4.84 0.25 -0.80 0.164
C 0.72 2.23 3.20 -0.491
C 1.96 1.76 3.92 -0.593
C 2.99 1.79 2.81 -0.082
O 2.61 2.84 1.91 -0.410
C 1.28 3.26 2.24 -0.117
H -0.05 2.64 3.87 0.369
H 0.27 1.40 2.64 0.214
H 2.23 2.48 4.70 0.271
H 1.86 0.78 4.38 0.346
H 3.00 0.86 2.25 -0.111
H 4.00 1.98 3.19 0.291
H 1.34 4.25 2.71 0.254
H 0.68 3.35 1.33 0.008
C 10.46 -2.35 -0.43 -0.549
C 9.94 -1.58 0.76 -0.541
C 8.88 -0.71 0.13 -0.355
O 8.36 -1.43 -0.99 -0.358
C 9.21 -2.55 -1.25 -0.418
H 10.95 -3.29 -0.17 0.326
H 11.18 -1.73 -0.98 0.265
H 9.47 -2.28 1.47 0.257
H 10.70 -1.02 1.29 0.344
H 9.31 0.23 -0.24 0.294
H 8.07 -0.46 0.82 0.231
H 8.67 -3.46 -0.94 0.252
H 9.41 -2.62 -2.32 0.282
C -7.56 3.66 -0.46 -0.144
C -8.05 3.20 -1.82 -0.601
C -7.95 1.69 -1.69 -0.310
O -8.17 1.38 -0.30 -0.418
C -8.11 2.60 0.46 -0.493
H -7.89 4.67 -0.20 0.372
H -6.46 3.65 -0.44 -0.078
H -9.10 3.50 -1.95 0.273
H -7.47 3.59 -2.65 0.356
H -6.96 1.33 -1.96 0.098
H -8.69 1.17 -2.30 0.352
H -9.13 2.84 0.78 0.279
H -7.50 2.45 1.35 0.298
C -1.84 4.14 -0.42 -0.421
C -2.37 4.91 0.76 -0.521
C -3.43 5.78 0.13 -0.376
O -3.95 5.05 -1.00 -0.408
C -3.09 3.93 -1.25 -0.370
H -1.35 3.20 -0.16 0.291
H -1.13 4.76 -0.98 0.225
H -2.84 4.21 1.48 0.238
H -1.61 5.48 1.29 0.353
H -3.01 6.72 -0.25 0.286
H -4.25 6.02 0.81 0.257
H -3.63 3.02 -0.94 0.133
H -2.88 3.86 -2.32 0.348


Record 3
15
Properties=species:S:1:pos:R:3:mulliken_charge:R:1 method="wB97M-V/def2-TZVPD" orbital_gap_ev="7.639 / 5.694" energy_ev=-14896.49059 homo_ha="-0.29529 / -0.32852" multiplicity=3 charge=0
C -2.02 -0.09 0.31 0.340
C -3.04 0.57 0.31 -0.549
C 1.74 -0.14 0.02 -1.374
C -0.68 -0.56 0.65 -0.608
C 0.30 0.24 -0.17 -0.392
N -5.07 1.02 0.01 -0.452
I -6.03 -0.72 -0.47 0.282
H 2.43 0.15 -0.80 0.343
H 1.94 -1.17 -0.08 0.376
H 2.04 0.12 0.94 0.376
H -0.75 -1.55 0.33 0.299
H -0.64 -0.37 1.65 0.345
H 0.07 1.20 0.05 0.407
H 0.15 0.24 -1.30 0.278
H -4.84 1.63 -0.83 0.329


> Among the records above, which one has the highest charge?

C24H48N3O8S2